C25H16F5N2O2PSSeY | the ωB97M-V functional and the def2-TZVPD basis

Geometry as XYZ:
```
54
Properties=species:S:1:pos:R:3
Y -0.341 0.242 0.901
O -2.245 1.711 -0.207
N -1.182 1.240 -1.015
C -1.205 1.545 -2.248
C -0.130 1.130 -3.146
C -0.472 1.076 -4.494
C 0.431 0.611 -5.439
C 1.689 0.215 -5.028
C 2.052 0.303 -3.684
C 1.166 0.762 -2.722
P 1.759 0.994 -0.993
C 1.994 2.793 -0.899
C 1.904 3.636 -2.005
C 2.102 5.002 -1.857
C 2.398 5.534 -0.610
C 2.500 4.698 0.493
C 2.296 3.334 0.351
C 3.414 0.269 -0.971
C 3.533 -1.086 -0.669
C 4.781 -1.689 -0.668
C 5.914 -0.939 -0.954
C 5.801 0.415 -1.243
C 4.554 1.020 -1.254
H -2.909 0.994 -0.202
H -2.064 2.080 -2.646
H -1.462 1.385 -4.806
H 0.151 0.563 -6.482
H 2.407 -0.150 -5.749
H 3.054 0.017 -3.394
H 1.690 3.240 -2.990
H 2.029 5.649 -2.721
H 2.550 6.599 -0.500
H 2.731 5.103 1.469
H 2.372 2.697 1.224
H 2.652 -1.678 -0.440
H 4.871 -2.742 -0.436
H 6.888 -1.409 -0.947
H 6.685 0.999 -1.458
H 4.469 2.077 -1.477
O 0.089 -1.933 0.127
S -1.385 -2.282 0.010
N -2.254 -1.158 0.404
F 1.299 -2.155 7.275
C 1.029 -1.255 6.342
C 0.730 -1.655 5.051
F 0.709 -2.943 4.724
C 0.455 -0.681 4.117
F 0.167 -1.114 2.835
C 0.456 0.675 4.367
Se 0.068 1.968 3.022
C 0.762 1.041 5.671
F 0.792 2.325 6.015
C 1.045 0.098 6.647
F 1.333 0.485 7.881
```

## Properties
charge	+1
HOMO-LUMO gap	6.7	eV
E_HOMO	-0.3998	Ha